(1)
# C25H23MnN2O3SeTe

A molecular structure, C25H23MnN2O3SeTe at a distorted geometry (ωB97M-V/def2-TZVPD, the OMol25 dataset).

M: 660.97 g mol⁻¹
DFT total energy: -139383.5775 eV
<S²>: 1.20
Charge: -1
Orbital gap (alpha / beta): 6.078 / 6.299 eV
Spin multiplicity: 2

Geometry as XYZ:
```
56
Properties=species:S:1:pos:R:3:forces:R:3:mulliken_spin:R:1
Mn 0.835 0.037 0.489 -0.610 1.532 -0.034 0.879
O 2.500 0.964 0.037 -0.002 -0.344 0.083 -0.018
C 3.606 1.041 0.696 0.092 -0.066 0.004 0.015
C 4.762 1.527 0.029 -0.031 0.012 -0.013 -0.003
C 5.977 1.629 0.657 -0.048 0.011 -0.018 0.005
C 6.120 1.255 1.997 0.083 -0.005 0.060 -0.006
C 5.016 0.792 2.673 -0.083 -0.014 0.016 0.005
C 3.759 0.685 2.064 0.141 0.094 -0.147 -0.013
C 2.616 0.226 2.823 -0.220 -0.139 -0.036 0.008
N 1.407 -0.060 2.358 0.049 0.015 0.044 -0.016
C 0.628 -0.465 3.418 -0.003 -0.025 -0.038 0.021
C 1.369 -0.423 4.549 -0.047 -0.037 0.041 -0.002
N 2.617 0.015 4.161 0.118 0.053 0.016 0.001
H 4.641 1.803 -1.010 -0.004 -0.006 -0.002 0.000
H 6.833 1.995 0.103 0.005 -0.001 0.003 0.000
H 7.081 1.317 2.490 -0.007 -0.002 0.001 0.000
H 5.138 0.484 3.707 0.013 0.005 -0.002 0.001
H -0.389 -0.777 3.262 -0.021 0.017 0.015 0.002
H 1.137 -0.667 5.569 -0.010 0.004 -0.003 0.000
H 3.400 0.180 4.766 -0.031 -0.005 -0.034 0.000
Se -0.626 1.765 0.419 0.682 -1.308 0.078 0.238
O 2.882 -3.355 -0.738 0.123 -0.075 0.028 0.000
C 2.170 -2.368 -0.837 -0.441 -0.021 -0.191 -0.006
O 1.723 -1.684 0.161 0.199 0.104 0.128 -0.003
C 1.680 -1.955 -2.217 0.123 0.125 0.078 0.007
C 1.322 -2.950 -3.116 -0.020 -0.045 -0.006 0.001
C 0.819 -2.621 -4.366 0.010 -0.038 0.022 0.000
C 0.701 -1.289 -4.739 -0.020 0.063 -0.043 0.000
C 1.093 -0.290 -3.859 -0.026 -0.031 -0.019 0.000
C 1.573 -0.620 -2.599 0.038 -0.020 0.064 -0.001
H 1.436 -3.983 -2.813 -0.003 0.005 -0.007 0.000
H 0.517 -3.404 -5.051 0.001 -0.003 0.003 0.000
H 0.307 -1.030 -5.715 0.004 -0.001 0.004 0.000
H 1.015 0.751 -4.147 0.002 0.001 0.002 0.000
H 1.904 0.164 -1.927 -0.045 -0.029 -0.007 0.000
C -6.645 2.100 -0.484 -0.002 -0.002 -0.005 0.000
C -5.386 1.291 -0.323 0.023 0.006 -0.019 -0.005
C -4.591 0.969 -1.412 -0.026 0.052 0.065 -0.004
C -3.423 0.222 -1.277 0.045 -0.096 0.034 -0.010
C -2.591 -0.058 -2.497 -0.032 -0.033 -0.028 -0.004
C -3.040 -0.227 -0.007 -0.163 -0.201 0.007 0.032
Te -1.316 -1.486 0.203 0.079 0.452 -0.081 -0.129
C -3.822 0.110 1.107 0.035 -0.118 0.007 0.007
C -3.409 -0.288 2.499 -0.029 0.139 -0.016 0.000
C -4.981 0.857 0.933 0.049 0.018 -0.019 0.000
H -6.770 2.431 -1.515 -0.004 0.002 0.001 0.000
H -6.627 2.986 0.155 -0.007 0.002 -0.006 0.000
H -7.527 1.517 -0.208 -0.008 0.002 -0.002 0.000
H -4.878 1.317 -2.400 0.000 0.005 -0.005 0.000
H -2.966 0.499 -3.358 -0.019 -0.011 0.005 0.000
H -2.595 -1.123 -2.740 0.031 0.006 -0.020 -0.001
H -1.551 0.218 -2.326 0.019 0.023 -0.018 -0.001
H -2.420 0.124 2.712 -0.009 -0.017 0.013 0.002
H -3.346 -1.370 2.602 0.023 -0.042 0.024 -0.002
H -4.112 0.101 3.239 -0.008 -0.017 -0.028 0.000
H -5.574 1.118 1.804 -0.005 0.000 0.000 0.000
```
Positions in Å, forces in eV/Å.


(2)
# C25H23N4O3Pt

A molecular structure, C25H23N4O3Pt (ωB97M-V/def2-TZVPD, the OMol25 dataset).

M: 622.56 g mol⁻¹
DFT total energy: -41641.4564 eV
Energy above the lowest of the compared OMol25 structures with the same formula, charge and spin: 0.0000 eV
Charge: +1
Orbital gap: 7.091 eV
Spin multiplicity: 1

Geometry as XYZ:
```
56
Properties=species:S:1:pos:R:3:forces:R:3:lowdin_charge:R:1
Pt -0.453 0.201 -1.004 -0.528 0.056 -0.218 1.531
C 0.481 0.063 -5.146 0.018 -0.020 0.001 -0.001
C 0.644 -0.061 -3.659 0.232 -0.170 0.037 -0.410
O -0.385 0.344 -2.984 -0.126 0.170 0.049 -0.189
C 1.819 -0.576 -3.140 -0.163 0.135 -0.134 -0.006
C 2.170 -0.762 -1.788 -0.139 0.025 0.185 -0.286
C 3.515 -1.314 -1.437 -0.019 -0.006 -0.001 -0.007
N 1.349 -0.464 -0.800 0.360 -0.227 -0.013 -0.164
N 1.715 -0.763 0.498 -0.060 0.014 0.047 0.111
C 0.769 -0.474 1.330 0.068 -0.039 0.033 -0.414
O -0.381 0.072 0.961 0.000 0.133 0.000 -0.193
C 0.931 -0.750 2.771 0.014 0.008 -0.002 -0.152
C -0.110 -0.469 3.651 -0.005 0.008 -0.005 -0.024
C 0.041 -0.725 5.005 0.008 -0.006 0.012 -0.070
C 1.228 -1.261 5.483 -0.011 -0.001 -0.006 -0.073
C 2.265 -1.548 4.605 -0.003 -0.002 -0.006 -0.068
C 2.119 -1.296 3.252 0.016 0.014 0.010 -0.023
H -0.407 0.643 -5.380 0.002 0.009 -0.001 0.088
H 0.381 -0.929 -5.589 -0.015 0.005 -0.002 0.099
H 1.357 0.536 -5.588 -0.007 -0.008 -0.008 0.095
H 2.571 -0.853 -3.864 -0.001 0.004 0.000 0.117
H 4.095 -1.504 -2.334 0.003 0.005 -0.002 0.085
H 3.394 -2.236 -0.868 -0.004 -0.003 -0.005 0.095
H 4.048 -0.618 -0.790 0.002 0.002 0.000 0.095
H -1.032 -0.055 3.270 -0.009 0.023 -0.001 0.111
H -0.770 -0.507 5.688 0.004 0.002 -0.003 0.107
H 1.345 -1.459 6.541 -0.001 0.000 -0.001 0.108
H 3.189 -1.970 4.976 0.001 0.002 0.001 0.108
H 2.919 -1.518 2.559 0.000 0.005 0.001 0.111
C -2.206 2.680 -0.958 -0.119 0.086 -0.204 -0.120
N -2.276 1.208 -1.111 0.137 -0.173 0.412 -0.050
C -3.394 0.665 -1.331 0.284 -0.064 -0.555 -0.136
C -2.793 -1.636 -1.194 0.433 0.058 -0.271 -0.214
C -3.424 -2.845 -0.987 0.039 -0.088 -0.041 0.040
C -2.669 -3.921 -0.540 -0.133 0.005 0.003 -0.024
C -1.315 -3.747 -0.326 0.098 0.086 -0.026 -0.087
N -0.722 -2.564 -0.519 -0.123 -0.224 0.059 0.107
C -1.043 3.085 -0.103 0.018 -0.093 0.056 -0.262
C -1.190 3.347 1.250 -0.011 -0.005 0.016 -0.029
C -0.077 3.636 2.026 -0.003 -0.046 0.021 -0.050
C 1.190 3.641 1.458 0.027 -0.028 -0.015 -0.058
C 1.344 3.382 0.103 0.025 -0.009 0.062 -0.060
C 0.228 3.117 -0.678 0.070 -0.096 -0.070 -0.085
H -3.158 3.060 -0.585 0.043 -0.014 0.078 0.133
H -2.057 3.068 -1.968 -0.051 0.036 0.007 0.138
H -4.326 1.223 -1.319 -0.025 -0.001 -0.160 0.173
H -4.484 -2.940 -1.184 -0.001 0.046 -0.010 0.138
H -3.135 -4.879 -0.358 0.011 -0.001 -0.016 0.119
H -0.682 -4.558 0.008 0.002 0.006 0.010 0.121
H -2.175 3.324 1.702 0.007 0.003 -0.007 0.122
H -0.196 3.849 3.080 -0.001 -0.008 0.000 0.115
H 2.056 3.854 2.070 -0.006 0.007 -0.003 0.113
H 2.328 3.405 -0.347 -0.005 -0.002 -0.003 0.114
H 0.343 2.965 -1.748 -0.019 0.028 -0.004 0.113
O -3.541 -0.599 -1.725 -0.632 -0.027 0.654 0.070
C -1.431 -1.566 -0.934 0.302 0.380 0.036 -0.218
```
Positions in Å, forces in eV/Å.


(3)
# C25H24As2BiBr2NO3S4

A molecular structure, C25H24As2BiBr2NO3S4 at a distorted geometry (ωB97M-V/def2-TZVPD, the OMol25 dataset).

M: 1033.37 g mol⁻¹
DFT total energy: -344889.8235 eV
Energy above the lowest of the compared OMol25 structures with the same formula, charge and spin: 0.1408 eV
Charge: 0
Orbital gap: 7.636 eV
Spin multiplicity: 1

Geometry as XYZ:
```
62
Properties=species:S:1:pos:R:3:forces:R:3:lowdin_charge:R:1
Bi 0.154 -0.791 -0.696 -0.548 0.275 -0.440 1.246
C 2.717 -2.422 3.235 -1.244 0.057 3.835 -0.355
As 2.089 -0.775 2.499 0.623 0.706 0.367 1.102
C 3.740 0.276 2.887 -0.293 -0.327 1.084 -0.307
C 1.209 -0.070 4.098 -0.213 -1.284 0.433 -0.450
C 1.513 -0.480 5.410 -0.266 0.517 -0.549 -0.095
C 0.907 0.101 6.509 0.188 -0.209 -0.209 -0.094
C -0.048 1.074 6.363 -1.265 1.112 -0.902 -0.074
C -0.487 1.331 5.058 1.356 -0.018 0.900 -0.128
C 0.133 0.755 3.946 -2.047 1.162 -0.899 -0.404
As -0.939 0.914 2.203 1.118 -0.726 0.428 1.084
C -1.273 2.808 2.004 -0.027 0.993 1.859 -0.338
C -2.640 0.307 2.951 0.124 -0.162 0.946 -0.332
H 1.918 -3.108 3.628 0.448 0.669 -0.783 0.058
H 3.301 -2.183 4.164 -0.309 -0.131 -0.848 0.032
H 3.355 -2.943 2.631 1.505 -1.330 -1.893 -0.020
H 4.055 0.353 3.955 -0.640 -0.364 -0.639 0.050
H 3.568 1.261 2.543 -0.318 1.218 -0.326 -0.007
H 4.582 -0.066 2.347 0.863 -0.691 -0.750 -0.002
H 2.167 -1.304 5.562 0.684 -0.311 0.190 0.076
H 1.153 -0.216 7.484 0.456 -0.448 0.955 0.092
H -0.530 1.645 7.188 0.593 -0.777 -0.515 0.121
H -1.203 2.095 4.932 -1.029 0.538 -0.270 0.078
H -0.514 3.489 2.461 -0.068 -0.783 -0.787 0.045
H -2.125 3.008 2.673 -0.201 0.064 -0.634 0.023
H -1.481 3.038 0.969 0.008 0.124 -0.061 -0.069
H -3.004 0.865 3.815 0.235 0.432 -0.084 0.024
H -2.525 -0.707 3.344 0.123 -0.076 -0.399 0.030
H -3.414 0.320 2.210 -0.298 -0.073 -0.581 0.008
O -3.721 -6.343 -2.508 -0.074 0.373 0.444 -0.048
C -3.075 -5.420 -2.096 0.582 0.114 -0.494 -0.983
S -1.370 -5.151 -2.611 -0.168 0.079 0.459 0.938
C -1.074 -3.700 -1.635 1.018 -0.983 -1.209 -1.135
C -2.136 -3.192 -1.042 -0.291 0.828 1.311 -1.147
S -2.110 -1.767 0.013 0.269 0.009 -0.222 0.438
S -3.628 -4.094 -1.031 -0.285 -0.304 -0.375 0.957
S 0.618 -3.162 -1.592 -0.717 0.056 -0.010 0.422
Br -3.208 3.164 -1.101 -0.436 -0.118 -0.971 0.809
C -3.238 2.499 -2.911 0.826 -0.417 -0.774 -0.546
C -4.128 3.051 -3.830 -0.350 0.969 1.135 -0.136
C -4.166 2.669 -5.152 0.816 0.223 -0.609 -0.085
C -3.217 1.788 -5.639 0.434 -1.476 -0.104 -0.074
C -2.378 1.118 -4.746 0.052 0.893 0.244 -0.015
C -2.333 1.519 -3.397 -0.069 -0.658 0.565 -0.138
C -1.354 0.790 -2.491 -0.006 0.634 0.848 -0.652
O -0.999 1.313 -1.390 -0.153 -0.456 -0.764 -0.260
O -0.920 -0.353 -2.822 0.139 -0.148 0.174 -0.165
H -4.737 3.911 -3.526 0.007 -0.612 0.065 0.106
H -4.830 3.172 -5.833 -0.214 0.082 -0.065 0.105
H -3.087 1.494 -6.691 -0.573 0.416 0.427 0.112
H -1.700 0.341 -5.117 -0.218 0.371 0.380 0.123
Br 6.205 -0.235 -5.187 -0.342 -0.110 0.006 0.758
C 4.599 -0.252 -4.173 0.165 0.213 0.289 -0.668
C 4.518 0.600 -3.082 -0.611 -0.262 -0.667 -0.110
C 3.342 0.599 -2.363 -0.180 0.205 0.387 -0.147
N 2.297 -0.162 -2.644 -0.236 -1.178 -0.358 -0.018
C 2.385 -1.018 -3.682 0.488 0.811 0.060 -0.121
C 3.536 -1.077 -4.492 -0.708 1.226 1.918 -0.075
H 5.259 1.335 -2.912 0.773 0.360 0.412 0.091
H 3.206 1.244 -1.503 0.161 0.176 -0.035 0.113
H 1.485 -1.612 -3.846 0.380 0.022 -0.205 0.081
H 3.584 -1.647 -5.345 -0.031 -1.499 -1.686 0.077
```
Positions in Å, forces in eV/Å.


(4)
# C25H24BClF4N3O10V

A molecular structure, C25H24BClF4N3O10V at a distorted geometry (ωB97M-V/def2-TZVPD, the OMol25 dataset).

M: 699.68 g mol⁻¹
DFT total energy: -101003.3260 eV
Energy above the lowest of the compared OMol25 structures with the same formula, charge and spin: 12.2976 eV
<S²>: 3.93
Charge: -1
Orbital gap (alpha / beta): 5.787 / 6.352 eV
Spin multiplicity: 4

Geometry as XYZ:
```
69
Properties=species:S:1:pos:R:3:forces:R:3:mulliken_spin:R:1
V -0.221 -0.417 -0.521 0.399 1.618 0.100 1.546
O 3.273 0.624 2.430 -0.006 -0.053 -0.040 0.057
C 2.423 0.145 1.492 0.004 0.108 0.065 0.210
O 2.236 0.955 0.489 -0.337 0.017 0.145 0.050
C 1.805 -1.088 1.747 -0.184 0.133 0.205 0.185
C 2.251 -1.939 2.793 0.007 0.113 -0.008 0.154
C 1.673 -3.166 2.930 -0.075 -0.106 0.081 -0.017
C 0.712 -3.612 2.004 -0.115 -0.113 -0.063 0.161
C 0.297 -2.751 1.017 1.396 0.566 -1.298 0.131
N 0.745 -1.467 0.971 -0.066 -1.088 -0.254 0.222
C -0.603 -3.420 -0.153 -1.104 -2.899 5.887 -0.138
O -1.935 -3.150 0.446 0.060 0.107 -2.381 0.001
O -1.682 -1.503 -1.505 -0.487 1.489 1.092 -0.027
H 3.590 1.470 2.088 0.064 -0.030 -0.028 0.003
H 3.057 -1.611 3.431 -0.018 -0.003 0.020 0.019
H 1.998 -3.831 3.721 0.010 0.005 -0.009 0.004
H 0.322 -4.620 2.013 0.111 -0.030 -0.028 0.010
H -2.057 -4.004 0.877 -0.301 -0.330 -0.432 0.003
C -2.209 -2.391 3.002 -0.054 0.134 0.527 0.020
C -1.542 -1.042 3.225 -0.044 -0.203 0.130 0.001
N -1.627 -0.151 2.075 0.011 0.108 -0.216 -0.005
C -2.993 0.148 1.650 -0.135 0.024 0.028 0.015
C -3.839 0.954 2.640 0.061 -0.072 0.021 0.002
C -0.798 1.018 2.319 -0.100 0.131 0.156 0.082
C -0.841 2.050 1.213 0.117 -0.122 -0.099 0.009
N -0.656 1.434 -0.089 -0.462 0.778 -1.040 -0.029
C -1.027 2.185 -1.200 -0.041 0.375 0.743 0.041
C -1.084 1.632 -2.485 -0.055 -0.119 -0.297 0.014
F -0.565 0.389 -2.694 0.103 0.009 0.543 -0.003
C -1.641 2.244 -3.581 0.042 -0.004 -0.026 0.004
F -1.699 1.558 -4.732 0.021 0.019 -0.006 0.000
C -2.132 3.531 -3.521 0.062 0.019 0.053 0.001
C -1.969 4.166 -2.309 -0.011 -0.042 -0.049 -0.001
F -2.348 5.453 -2.184 0.004 0.002 0.002 0.000
C -1.417 3.547 -1.205 0.028 0.040 0.035 0.005
F -1.217 4.355 -0.136 -0.039 -0.162 0.140 0.000
H -1.807 -3.122 3.706 -0.043 0.019 0.175 -0.001
H -2.003 -2.733 1.988 -0.199 0.601 1.152 -0.014
H -3.291 -2.344 3.141 -0.064 0.029 0.061 0.001
H -0.477 -1.196 3.418 -0.019 -0.002 0.037 0.009
H -1.963 -0.566 4.128 0.130 0.089 -0.008 0.003
H -3.479 -0.805 1.443 0.018 0.033 -0.069 0.000
H -2.940 0.667 0.692 -0.046 -0.053 0.025 -0.001
H -3.941 0.440 3.598 -0.020 0.008 0.000 0.000
H -4.840 1.100 2.231 0.005 0.005 -0.004 0.000
H -3.411 1.940 2.832 -0.013 0.017 0.014 -0.001
H 0.228 0.670 2.463 -0.115 0.034 0.061 -0.024
H -1.088 1.541 3.249 0.051 -0.075 0.014 0.004
H -0.060 2.787 1.420 -0.053 0.087 0.044 0.000
H -1.805 2.563 1.247 -0.015 0.085 -0.011 -0.004
H -2.582 4.017 -4.372 0.011 0.003 -0.005 0.000
O 1.864 1.558 -1.861 -0.371 0.363 0.471 -0.001
B 1.810 0.483 -0.883 0.920 -0.524 -0.719 -0.230
O 2.829 -0.491 -1.347 0.139 0.101 0.425 0.059
C 3.475 0.075 -2.381 -0.058 -0.027 -0.122 0.004
C 4.553 -0.407 -3.091 0.010 -0.002 0.017 -0.003
C 5.041 0.378 -4.142 -0.012 0.026 0.014 0.000
C 4.457 1.594 -4.459 -0.003 -0.036 0.001 -0.001
C 3.359 2.077 -3.736 -0.003 0.028 -0.015 0.000
C 2.889 1.300 -2.704 0.088 -0.014 0.021 -0.001
H 5.002 -1.357 -2.832 -0.010 -0.008 -0.016 0.000
H 5.893 0.028 -4.712 -0.010 -0.003 -0.013 0.000
H 4.852 2.182 -5.279 0.005 0.001 0.003 0.000
H 2.899 3.029 -3.967 -0.018 -0.012 -0.004 0.000
O -0.451 -4.643 -0.330 0.895 0.448 -0.809 0.025
Cl -0.509 -2.441 -1.648 1.134 -2.669 -2.316 0.203
O -0.676 -3.296 -2.765 -0.335 0.284 -0.332 0.031
O -2.987 -0.764 -1.723 -0.746 0.331 -0.759 0.139
O 0.879 -1.959 -1.580 -0.120 0.413 -1.031 0.070
```
Positions in Å, forces in eV/Å.